No. 1
85
Properties=species:S:1:pos:R:3:forces:R:3:lowdin_charge:R:1 method="wB97M-V/def2-TZVPD" multiplicity=4 lumo_ev="-8.60 / -13.25" orbital_gap_ev="8.359 / 3.702" energy_ev=-67408.7358 e_homo_ev="-16.956 / -16.948" max_force_ev_per_a=12.2 total_charge=+3 s2=3.774
Re 0.5768 -1.1485 -0.4570 -5.204 -2.113 1.071 1.0777
P -0.2688 -0.7347 -2.4682 -3.556 -0.097 -5.701 0.9173
P 1.0350 -2.0921 1.5024 0.443 -3.975 5.420 0.9081
N -0.7067 -2.9885 -0.7176 0.643 0.109 -0.207 -0.2282
C -1.8180 -1.8213 -2.5765 0.115 -0.171 0.310 -0.2402
H -2.7009 -1.2034 -2.8111 0.399 -0.237 0.125 0.1059
H -1.6999 -2.5441 -3.4035 0.020 0.320 0.452 0.0982
C -2.0242 -2.5598 -1.2465 -0.695 0.051 -0.143 -0.2306
H -2.4820 -1.8929 -0.4976 0.058 -0.282 -0.233 0.1162
H -2.6954 -3.4333 -1.3874 0.413 0.435 0.131 0.1505
C -0.7326 -3.9168 0.4482 -0.074 -0.690 0.321 -0.2163
H 0.0597 -4.6674 0.2860 -0.354 0.253 0.063 0.1333
H -1.6972 -4.4600 0.4787 0.461 0.285 -0.047 0.1466
C -0.4750 -3.1737 1.7599 -0.097 0.302 -0.243 -0.2604
H -0.3849 -3.8827 2.6024 0.130 0.409 -0.310 0.1170
H -1.3135 -2.4915 1.9798 0.135 -0.234 0.080 0.0911
C 1.2022 -1.0891 3.0910 -0.036 0.766 0.262 -0.4389
C 0.6899 0.3537 2.9492 0.220 -0.218 0.178 -0.1281
H -0.4109 0.4127 2.9882 0.486 -0.024 -0.036 0.0808
H 1.0363 0.8068 2.0046 -0.026 -0.331 0.811 0.0298
H 1.0866 0.9676 3.7786 -0.218 -0.324 -0.344 0.1106
C 2.4668 -3.3114 1.5944 0.064 -0.195 -0.994 -0.4957
C 3.7904 -2.5751 1.3309 0.626 0.014 -0.468 -0.1155
H 4.3996 -3.1360 0.5991 -0.286 0.298 0.312 0.1082
H 4.3871 -2.4804 2.2560 -0.321 -0.008 -0.681 0.0906
H 3.6035 -1.5656 0.9288 0.449 -0.346 0.012 0.0429
C 0.6517 -1.2138 -4.0420 0.573 -0.154 -0.190 -0.4718
C 1.5921 -0.0776 -4.4712 0.256 0.407 0.360 -0.0931
H 2.4125 -0.4333 -5.1215 -0.471 -0.001 0.371 0.1146
H 2.0327 0.3975 -3.5752 0.152 -0.049 -0.560 0.0653
H 1.0322 0.6871 -5.0397 0.363 -0.325 0.347 0.0823
C -1.0020 0.9667 -2.8110 0.063 0.321 0.650 -0.5027
C 0.0154 2.1014 -2.6110 0.575 0.117 -0.599 -0.1453
H -0.5195 3.0574 -2.4638 0.245 -0.403 -0.051 0.0953
H 0.6824 2.2179 -3.4815 -0.418 0.005 0.336 0.0902
H 0.6434 1.9176 -1.7262 -0.051 0.307 -0.777 -0.0031
C 1.9036 0.0063 -0.5260 9.691 7.319 -0.550 -0.4392
C 2.5263 -4.1765 2.8606 -0.498 -0.345 0.532 -0.0834
H 1.8406 -3.8013 3.6419 0.290 -0.390 -0.200 0.0781
H 2.2691 -5.2314 2.6621 0.051 0.508 0.048 0.1023
H 3.5469 -4.1575 3.2856 -0.518 -0.043 -0.242 0.1051
C -0.3547 -1.5308 -5.1600 -0.486 -0.656 -0.200 -0.1020
H -0.0337 -1.0714 -6.1109 -0.090 -0.223 0.432 0.1129
H -0.4249 -2.6238 -5.3102 -0.032 0.535 -0.057 0.1021
H -1.3653 -1.1586 -4.9251 0.576 -0.310 -0.480 0.0449
C -1.7425 1.0744 -4.1521 -0.035 -0.104 -0.356 -0.0699
H -2.2024 2.0746 -4.2521 0.235 -0.394 0.223 0.1158
H -1.0530 0.9424 -5.0044 -0.426 0.214 0.434 0.0806
H -2.5488 0.3250 -4.2475 0.305 0.490 0.014 0.0826
C 2.6686 -1.1033 3.5587 0.265 -0.241 0.127 -0.0863
H 3.3600 -0.7278 2.7878 -0.396 0.062 0.501 0.0806
H 2.7941 -0.4683 4.4512 -0.255 -0.255 -0.303 0.1138
H 2.9676 -2.1353 3.8205 -0.004 0.927 0.008 0.0646
H 0.5815 -1.6089 3.8458 0.191 -0.027 -0.462 0.1329
H -1.7406 1.0449 -1.9891 0.044 -0.136 -0.378 0.0759
H 2.2700 -3.9581 0.7176 0.074 0.219 0.359 0.0992
H 1.2510 -2.1160 -3.8131 -0.277 0.428 0.086 0.1143
O 2.8343 0.7240 -0.5950 -3.034 -2.266 0.201 0.1960
H -0.1898 -3.4464 -1.4742 -0.400 -0.173 0.138 0.1241
H 1.7588 -2.1459 -1.1086 0.418 0.082 -0.224 0.0374
N -0.7938 0.2096 0.4800 -0.288 -1.031 -0.566 -0.3997
S -0.7634 1.8253 0.1718 -0.666 1.784 2.030 1.0940
C -2.3793 2.5673 0.4478 -0.944 0.476 -0.231 -0.3902
C -2.4903 3.8612 -0.0957 0.266 -0.276 -0.094 -0.0739
C -3.6335 4.6276 0.1043 0.202 -0.318 0.084 -0.0271
C -4.6856 4.1076 0.8488 0.213 -0.523 0.169 -0.0181
C -4.5912 2.8187 1.3943 0.588 0.282 -0.385 -0.0242
C -3.4355 2.0416 1.2004 0.077 0.422 -0.252 -0.0721
C 0.1039 2.7859 1.4587 0.535 0.517 0.622 -0.3893
C 1.4057 3.2331 1.1612 -0.298 -0.229 -0.027 -0.0805
C 2.1441 3.9643 2.0947 -0.415 -0.137 0.064 -0.0266
C 1.5863 4.2747 3.3351 -0.160 -0.239 -0.308 -0.0164
C 0.2872 3.8585 3.6394 -0.016 -0.289 -0.685 -0.0227
C -0.4566 3.1203 2.7081 0.377 0.114 -0.119 -0.0703
H -1.5543 -0.1909 1.0445 0.304 0.709 0.057 0.0442
H -1.6686 4.2926 -0.6591 0.002 -0.045 0.018 0.1147
H -3.6875 5.6290 -0.3125 0.008 -0.172 0.047 0.1310
H -5.5680 4.7117 1.0126 -0.044 -0.104 0.039 0.1281
H -5.4093 2.4337 1.9825 -0.021 -0.129 0.047 0.1214
H -3.3656 1.0654 1.6516 -0.080 -0.229 0.104 0.1004
H 1.8557 3.0029 0.2053 0.019 0.036 -0.103 0.0952
H 3.1505 4.2890 1.8575 -0.107 -0.014 -0.066 0.1261
H 2.1614 4.8388 4.0598 -0.057 -0.019 -0.041 0.1286
H -0.1409 4.1043 4.6022 -0.090 -0.024 -0.062 0.1269
H -1.4529 2.8039 2.9736 -0.172 -0.007 -0.023 0.1154


No. 2
27
Properties=species:S:1:pos:R:3:forces:R:3:nbo_charge:R:1 method="wB97M-V/def2-TZVPD" de_lowest_kj_mol=236.8 multiplicity=1 lumo_ev=-3.24 orbital_gap_ev=9.132 energy_ev=-24394.7136 e_homo_ev=-12.367 max_force_ev_per_a=2.8 total_charge=+1
C 0.0993 -1.7317 -1.4236 1.101 1.602 2.065 0.9278
C 0.6310 2.8906 -0.5528 -0.030 0.285 -0.157 -0.4009
C 1.5427 1.6716 -0.7830 0.183 0.051 -0.096 -0.4420
C -0.0225 2.1696 0.6390 -0.242 0.290 0.119 -0.4621
C 0.6135 -1.2619 1.8223 0.359 0.242 -0.079 -0.5330
C -0.6332 -0.8407 1.0625 -0.320 -0.377 0.453 -0.0637
C 0.7930 0.9162 0.3130 0.226 -1.797 -0.641 0.0628
C -1.6693 -1.9438 0.9036 0.046 0.117 -0.022 -0.6380
N -0.1291 -0.2534 -0.2144 -0.258 0.193 -0.262 -0.5407
N -0.4364 -1.3330 -2.5336 -0.489 0.038 -1.257 -0.8097
O 0.6280 -2.6375 -0.9355 -0.017 -0.359 -0.323 -0.4398
S 1.7868 0.1276 1.6198 -0.239 -0.043 -0.273 0.2594
H 1.1539 3.8053 -0.2954 -0.009 0.072 -0.035 0.2357
H -0.0509 3.1004 -1.3729 -0.018 0.026 -0.039 0.2122
H 1.5076 1.2188 -1.7722 0.054 -0.079 -0.033 0.2133
H 2.5837 1.8422 -0.5206 0.049 -0.026 -0.042 0.2491
H 0.2505 2.5861 1.6054 -0.040 -0.057 0.045 0.2540
H -1.1067 2.0665 0.6002 -0.080 -0.040 0.056 0.2143
H 0.4143 -1.4109 2.8799 -0.120 -0.031 -0.017 0.2546
H 1.0693 -2.1567 1.4010 -0.129 -0.017 0.082 0.2407
H -1.1063 -0.0193 1.6166 0.117 -0.046 -0.146 0.2220
H -2.0994 -2.1509 1.8817 -0.047 0.010 0.004 0.2532
H -1.2449 -2.8707 0.5318 0.010 -0.059 -0.020 0.2308
H -2.4813 -1.6274 0.2488 -0.096 -0.007 -0.017 0.2188
H -0.9017 0.2216 -0.6828 -0.120 0.052 0.253 0.3883
H -0.4456 -1.9855 -3.3133 0.008 0.049 0.159 0.4547
H -0.7464 -0.3930 -2.7253 0.101 -0.089 0.223 0.4385


No. 3
17
Properties=species:S:1:pos:R:3:forces:R:3:nbo_charge:R:1 method="wB97M-V/def2-TZVPD" de_lowest_kj_mol=210.4 multiplicity=1 lumo_ev=0.10 orbital_gap_ev=10.415 energy_ev=-21946.6263 e_homo_ev=-10.318 max_force_ev_per_a=4.0
C 1.2115 -0.2788 -3.3289 0.366 0.154 -0.408 0.4911
C 0.5217 -1.0214 -0.0358 0.423 2.247 -2.196 -0.6186
C -0.5914 -0.2164 2.0975 1.677 0.438 -0.720 -0.6390
C -1.2686 0.7964 -0.0917 -2.077 1.718 0.552 0.3850
C -0.7157 -0.4177 0.5426 -0.945 -3.340 2.019 -0.3298
O 2.1712 -0.0320 -3.8649 -0.319 -0.134 0.165 -0.4865
O -1.9060 1.6036 0.6010 1.353 -1.041 -2.595 -0.5144
Cl 1.9142 1.9224 -0.9133 -0.988 -0.170 0.126 -0.2594
H 0.3834 -1.0049 -1.1360 0.357 -0.162 0.379 0.2071
H 0.6757 -2.0257 0.2198 0.332 -1.242 0.775 0.2261
H 1.3860 -0.3474 0.1723 -0.381 -1.058 0.080 0.2145
H 0.4079 0.2345 2.3465 -0.635 -0.683 -0.356 0.2035
H -1.2286 0.5845 2.1636 -1.585 1.996 1.170 0.2408
H -0.8727 -0.8779 2.9161 0.055 -0.840 -0.847 0.2291
H -1.2227 0.8530 -1.2656 -0.025 0.154 1.701 0.1426
H -1.5673 -1.1969 0.3175 1.128 1.309 0.415 0.2470
H 0.7013 1.4245 -0.7406 1.265 0.655 -0.260 0.2610


No. 4
20
Properties=species:S:1:pos:R:3:forces:R:3:nbo_charge:R:1 method="wB97M-V/def2-TZVPD" de_lowest_kj_mol=655.2 multiplicity=1 lumo_ev=0.04 orbital_gap_ev=7.552 energy_ev=-9390.0590 e_homo_ev=-7.516 max_force_ev_per_a=5.5
C -1.1753 1.4254 0.1714 -0.661 0.672 1.290 0.0993
C -0.8192 1.9891 -0.9199 0.615 -0.161 -2.276 -0.5128
C -0.0978 -1.0250 0.2637 1.602 1.374 2.355 -0.2889
C 0.9413 -1.1852 1.1214 -0.788 -0.825 -1.833 0.0135
C -0.2827 1.3827 -2.2266 0.132 -0.949 1.411 -0.6254
C -0.7094 -2.0499 -0.5520 2.206 -2.006 -0.782 -0.6310
N 0.9357 0.8663 2.3313 -1.853 1.857 0.174 -0.6624
N 1.5401 -0.2428 1.8390 4.132 -0.477 3.561 -0.4245
H -1.2389 2.9794 -1.0010 -0.175 0.543 0.339 0.2891
H -0.5304 0.0209 0.4220 -0.135 -1.379 -0.429 0.1580
H 1.5850 -2.0297 1.2386 -0.289 -1.324 -0.647 0.1908
H -0.0173 2.0949 -3.0015 -0.092 0.097 0.171 0.2269
H -1.1463 0.7658 -2.5052 0.589 -0.047 -0.665 0.2301
H 0.5889 0.7261 -1.9652 -0.807 0.518 -0.459 0.2383
H -0.6071 -3.0575 -0.0973 0.020 0.516 -0.194 0.2161
H -0.2868 -2.1317 -1.5719 -0.034 0.114 0.294 0.1996
H -1.7044 -1.8864 -0.6735 -3.093 0.458 -0.335 0.2140
H 0.4453 1.2944 1.5139 0.243 0.020 1.490 0.3731
H 0.2437 0.6325 3.0956 0.562 0.259 -1.385 0.3329
H 2.3356 -0.5693 2.5172 -2.174 0.740 -2.079 0.3634


No. 5
16
Properties=species:S:1:pos:R:3:forces:R:3:nbo_charge:R:1 method="wB97M-V/def2-TZVPD" de_lowest_kj_mol=31.9 multiplicity=2 lumo_ev="0.55 / -2.33" orbital_gap_ev="9.893 / 6.804" energy_ev=-18654.9418 e_homo_ev="-9.339 / -9.135" max_force_ev_per_a=1.7 s2=0.753
C 1.8308 -0.3754 -1.5901 -0.756 -0.982 0.081 -0.2245
C 0.8730 -1.1125 -0.6086 1.658 0.014 -0.081 -0.6397
S -0.8467 -0.8357 -0.8131 -0.418 0.084 0.112 0.1175
N 2.4010 0.8542 -1.0859 -0.371 0.501 0.564 -0.8359
H 1.2515 -0.3122 -2.5037 0.016 0.667 -0.354 0.1921
H 2.6136 -1.0834 -1.8363 0.467 -0.134 0.098 0.1755
H 1.1945 -0.9221 0.4227 -0.276 0.142 0.089 0.2374
H 1.1005 -2.1847 -0.7035 -0.498 -0.014 -0.073 0.2534
H 2.0699 1.0087 -0.1346 0.241 0.044 -0.209 0.3561
H 2.1502 1.6933 -1.5959 -0.060 -0.287 -0.183 0.3679
H -2.1935 1.3052 2.5674 -0.047 -0.022 -0.258 0.4869
H -1.9513 2.1462 1.2901 -0.159 -0.046 0.027 0.4643
O -1.5658 1.8964 2.1326 0.248 0.027 0.183 -0.9525
H -2.3325 -1.1210 1.6553 -0.213 0.101 -0.128 0.4820
H -3.3844 -0.2176 1.0030 0.093 -0.321 0.216 0.4676
O -3.2107 -0.7395 1.8005 0.075 0.226 -0.084 -0.9482


No. 6
59
Properties=species:S:1:pos:R:3:forces:R:3:nbo_charge:R:1 method="wB97M-V/def2-TZVPD" multiplicity=1 lumo_ev=-0.22 orbital_gap_ev=7.681 smiles="CCC1(CC)[C@@H](P(N)O)OC(=O)[C@@]1(I)C(F)(F)C(F)(F)F.O=C1CCCO1.O=C1CCCO1" energy_ev=-65884.5457 e_homo_ev=-7.905 max_force_ev_per_a=5.0
C -1.5050 -0.9074 4.2340 -0.239 0.571 0.234 -0.6326
C -1.7472 -0.6458 2.6628 -0.064 -0.089 0.959 -0.4403
C -0.5011 -1.0053 1.7203 0.169 1.871 -1.340 -0.0768
C -0.7824 -0.0453 0.4208 -0.380 -0.357 -0.291 -0.4220
C -2.1526 -0.3602 -0.3392 -0.064 0.711 -0.991 -0.6356
C 0.9596 -0.4843 2.1593 -1.898 -1.549 -2.339 -0.2578
P 1.2488 1.2900 2.7343 2.144 1.294 1.502 1.2025
N 1.3176 2.3695 1.3069 -1.268 -0.375 1.323 -1.1172
O -0.0968 1.8921 3.6594 0.461 -0.124 -1.788 -0.9841
O 1.5111 -1.5950 2.9463 0.826 -1.024 -1.310 -0.5386
C 1.4175 -2.7127 2.0260 0.804 -0.184 0.683 0.7993
O 2.2605 -3.5807 1.7847 -3.220 3.573 1.305 -0.5015
C -0.1047 -2.5254 1.4356 0.838 -1.217 0.529 -0.2792
I 0.1985 -3.1715 -0.6562 -0.305 0.655 0.309 0.1969
C -0.8637 -3.7405 2.1546 1.737 -1.034 -0.218 0.6067
F -0.3147 -4.9489 1.5900 -1.314 2.327 1.551 -0.3286
F -0.5030 -3.8088 3.5444 -1.376 0.288 -3.062 -0.3171
C -2.4447 -3.8383 1.9057 -1.947 -2.498 0.782 0.9311
F -2.9062 -3.2155 0.7382 1.102 -1.013 3.158 -0.3020
F -2.7439 -5.2309 1.7424 0.430 3.321 0.305 -0.3206
F -3.1801 -3.4597 3.0717 1.699 -0.394 -3.273 -0.3153
H -1.7981 -1.9518 4.5773 0.545 1.378 -0.536 0.2223
H -2.1416 -0.1526 4.8353 0.939 -1.245 -0.994 0.2177
H -0.4122 -0.6837 4.5273 -1.717 -0.510 -0.528 0.2219
H -1.9710 0.4832 2.5691 0.675 -1.845 -0.055 0.2398
H -2.7047 -1.1521 2.2607 1.642 0.606 0.822 0.2210
H -0.8696 1.0350 0.8140 0.206 -1.741 -0.451 0.2166
H 0.1223 -0.0229 -0.2967 -1.577 -0.225 1.002 0.2510
H -2.2742 0.4568 -1.1510 0.175 -1.264 1.232 0.2049
H -3.0925 -0.2959 0.3014 1.410 -0.050 -0.606 0.2100
H -2.1844 -1.3561 -0.8924 0.263 1.284 0.887 0.2212
H 1.5682 -0.5827 1.1787 -0.870 1.106 1.402 0.2475
H 0.4968 2.9905 1.3753 0.315 -0.414 -0.586 0.3621
H 2.1362 2.9883 1.3671 -0.289 -0.728 0.220 0.3961
H -0.1645 2.8619 3.5005 0.139 -1.000 0.205 0.4887
O -0.0190 1.7435 -2.3565 -0.467 0.661 -0.042 -0.5663
C -0.9408 2.2910 -2.9033 0.620 -0.740 0.429 0.7915
O -1.6014 3.3638 -2.3893 0.371 -0.262 0.020 -0.4882
C -2.7068 3.6930 -3.2387 -0.433 0.337 -0.030 -0.0719
C -2.3619 3.1038 -4.5867 -0.213 0.055 -0.621 -0.4295
C -1.5597 1.8759 -4.2105 -0.099 0.329 -0.416 -0.5311
H -3.6152 3.2557 -2.8138 0.062 0.008 -0.001 0.1803
H -2.8246 4.7769 -3.2843 0.102 -0.108 0.234 0.1991
H -3.2390 2.8850 -5.1980 0.033 0.076 0.099 0.2249
H -1.7275 3.7998 -5.1445 -0.095 -0.042 0.057 0.2102
H -2.2001 1.0068 -4.0413 0.152 -0.055 0.011 0.2412
H -0.7946 1.6519 -4.9534 -0.022 -0.284 0.246 0.2434
O 3.8596 0.1765 0.8909 -0.390 0.319 -0.598 -0.5767
C 3.8014 0.1984 -0.3131 0.046 -0.295 0.778 0.7936
O 2.7759 0.7504 -1.0132 0.299 -0.130 0.443 -0.4808
C 2.9677 0.5064 -2.4110 -0.233 0.091 -0.541 -0.0669
C 4.4481 0.2470 -2.5691 0.409 -0.039 -0.441 -0.4299
C 4.8062 -0.4104 -1.2529 0.289 0.246 -0.400 -0.5302
H 2.3607 -0.3565 -2.7008 -0.009 0.058 0.052 0.1818
H 2.6410 1.3756 -2.9833 -0.182 -0.078 0.275 0.2044
H 4.6878 -0.3610 -3.4432 -0.090 0.069 0.041 0.2209
H 4.9836 1.1973 -2.6624 -0.067 -0.083 -0.024 0.2064
H 4.6558 -1.4923 -1.2832 0.062 0.035 0.152 0.2426
H 5.8246 -0.1716 -0.9473 -0.138 -0.275 0.236 0.2435